# 1
Here is 9 unconnected molecules or ions with the total composition C28H75F6N3O16P at a distorted geometry from the Open Molecules 2025 dataset. Energies are from ωB97M-V/def2-TZVPD.

ORCA input file:
```
! wB97M-V def2-TZVPD RIJCOSX def2/J DEFGRID3
* xyz -1 1
P -0.34887 -0.58582 0.48901
F -0.36667 -0.96630 -1.10640
F -1.74006 -1.44141 0.74390
F 0.48339 -1.96737 0.60632
F -0.14106 -0.32912 2.11669
F 0.97584 0.24854 0.37052
F -1.24106 0.67981 0.19199
C -2.24370 -6.06130 -8.31578
O -2.67686 -6.54744 -7.10218
C -2.40283 -5.64903 -6.00423
C -2.58341 -6.40046 -4.71310
N -2.44873 -5.52931 -3.53434
C -1.18917 -4.91077 -3.30413
C -1.08427 -4.34049 -1.88692
O -1.39473 -5.36423 -0.96812
C -1.91532 -4.94987 0.33441
H -1.16970 -5.94358 -8.45998
H -2.75425 -5.12945 -8.55885
H -2.57385 -6.77782 -9.06789
H -2.91546 -4.69326 -6.11291
H -1.38331 -5.28137 -6.12043
H -1.77554 -7.12963 -4.65165
H -3.54560 -6.89321 -4.85276
H -2.76832 -5.87885 -2.64227
H -1.00857 -4.09716 -4.00666
H -0.34970 -5.56511 -3.53914
H -1.83291 -3.56875 -1.70787
H -0.11221 -3.88333 -1.70195
H -1.77382 -5.75699 1.05321
H -2.96874 -4.67127 0.30651
H -1.40482 -4.01355 0.55972
C 0.64116 2.35274 3.87292
O 0.48477 2.82430 5.20454
C 1.39793 2.26847 6.15808
C 2.71464 3.03827 6.03501
N 3.31221 3.12600 7.33753
C 4.60538 3.79747 7.50029
C 5.16041 3.51107 8.87324
O 4.83793 2.15728 9.29208
C 5.51296 1.12758 8.52862
H 1.66161 2.58177 3.56582
H -0.18530 2.70640 3.25649
H 0.50381 1.27146 3.86458
H 1.58383 1.23666 5.85993
H 1.07362 2.19750 7.19629
H 2.53817 4.10824 5.92499
H 3.34971 2.59135 5.27013
H 2.83858 2.57437 8.03858
H 4.54144 4.88279 7.57841
H 5.37566 3.46862 6.80271
H 4.75183 4.24678 9.56598
H 6.24585 3.59618 8.92511
H 5.53400 0.19933 9.09959
H 6.55473 1.31774 8.27048
H 4.97579 1.06752 7.58208
C 2.15409 3.27308 -3.93120
O 2.19613 4.00647 -2.70081
C 1.27898 3.50203 -1.70454
C 1.40806 4.56639 -0.44368
N 0.65414 5.78343 -0.56338
C 1.02175 6.53431 -1.72306
C 0.24732 7.72439 -2.11740
O -1.11538 7.49183 -2.19125
C -1.62997 6.61168 -3.20483
H 2.78668 2.38546 -3.93770
H 2.62354 3.98525 -4.60983
H 1.18188 2.96709 -4.31756
H 1.56438 2.54327 -1.27160
H 0.28000 3.50540 -2.14056
H 2.42987 4.92447 -0.31800
H 1.07652 4.14028 0.50322
H -0.31798 5.50943 -0.56302
H 1.07912 5.99367 -2.66779
H 1.94109 7.10504 -1.59204
H 0.69997 8.05830 -3.05106
H 0.49658 8.56928 -1.47542
H -0.94140 6.54820 -4.04741
H -2.60746 6.99207 -3.50126
H -1.70540 5.62970 -2.73776
C -4.06716 -1.11751 3.34491
C -4.86673 -1.20121 2.03435
O -4.19709 -2.00621 1.08837
O -4.36679 -2.27447 4.04417
H -4.31223 -0.29631 4.01847
H -2.98822 -1.26086 3.28628
H -4.76088 -0.21332 1.58603
H -5.91620 -1.46633 2.16249
H -3.57178 -1.33528 0.80475
H -4.75032 -2.97867 3.51635
C 3.79020 -1.81652 -1.04938
C 2.76488 -1.52403 -2.09346
O 2.36235 -0.24549 -2.10996
O 3.96363 -3.19531 -0.84064
H 3.42605 -1.35508 -0.13147
H 4.75270 -1.40947 -1.35925
H 1.91632 -2.20049 -1.99124
H 3.32110 -1.78690 -2.99324
H 1.61975 -0.16575 -1.50682
H 4.65738 -3.57586 -1.38423
C 0.20391 -0.93831 -5.13487
C -1.09355 -0.60185 -4.39443
O -1.97888 -0.00253 -5.37647
O -0.08537 -2.11548 -5.94628
H 1.12468 -1.11690 -4.57955
H 0.32266 -0.15654 -5.88509
H -0.96861 -0.03184 -3.47379
H -1.62376 -1.53959 -4.22823
H -2.86658 0.13551 -5.03807
H -0.98590 -1.97347 -6.24706
C 1.40673 -3.15811 3.42256
C 1.73924 -2.16154 4.49218
O 2.06305 -2.66816 5.90811
O 2.29356 -4.23251 3.45134
H 1.40355 -2.51505 2.54248
H 0.37799 -3.50326 3.52585
H 0.91788 -1.44736 4.43366
H 2.50622 -1.44062 4.20916
H 1.23317 -2.93987 6.30697
H 2.37166 -4.41446 4.39070
C -4.80552 0.69094 -1.43051
C -3.78032 1.44280 -2.32048
O -4.16521 2.86817 -2.28717
O -5.86798 0.12117 -2.31574
H -5.12772 1.39122 -0.65987
H -4.38834 -0.15742 -0.88799
H -3.78837 1.11687 -3.36058
H -2.81231 1.38826 -1.82240
H -4.96902 2.92832 -2.80857
H -5.59273 -0.74583 -2.62258
*
```

Output
gap between HOMO and LUMO = 8.57 eV

Atomic partial charges in e from the Löwdin method, atoms 1 to 99: number 1, P, carries 0.183; number 2, F, carries -0.172; number 3, F, carries -0.178; number 4, F, carries -0.160; number 5, F, carries -0.178; number 6, F, carries -0.127; number 7, F, carries -0.122; number 8, C, carries -0.158; number 9, O, carries -0.185; number 10, C, carries -0.225; number 11, C, carries -0.182; number 12, N, carries -0.064; number 13, C, carries -0.230; number 14, C, carries -0.212; number 15, O, carries -0.214; number 16, C, carries -0.050; number 17, H, carries 0.088; number 18, H, carries 0.084; number 19, H, carries 0.084; number 20, H, carries 0.123; number 21, H, carries 0.109; number 22, H, carries 0.116; number 23, H, carries 0.122; number 24, H, carries 0.104; number 25, H, carries 0.095; number 26, H, carries 0.118; number 27, H, carries 0.116; number 28, H, carries 0.116; number 29, H, carries 0.084; number 30, H, carries 0.076; number 31, H, carries 0.066; number 32, C, carries -0.090; number 33, O, carries -0.204; number 34, C, carries -0.189; number 35, C, carries -0.213; number 36, N, carries -0.090; number 37, C, carries -0.212; number 38, C, carries -0.214; number 39, O, carries -0.217; number 40, C, carries -0.091; number 41, H, carries 0.086; number 42, H, carries 0.094; number 43, H, carries 0.061; number 44, H, carries 0.110; number 45, H, carries 0.119; number 46, H, carries 0.123; number 47, H, carries 0.114; number 48, H, carries 0.108; number 49, H, carries 0.111; number 50, H, carries 0.113; number 51, H, carries 0.115; number 52, H, carries 0.113; number 53, H, carries 0.085; number 54, H, carries 0.079; number 55, H, carries 0.077; number 56, C, carries -0.105; number 57, O, carries -0.232; number 58, C, carries -0.135; number 59, C, carries -0.165; number 60, N, carries -0.054; number 61, C, carries -0.262; number 62, C, carries -0.283; number 63, O, carries -0.183; number 64, C, carries -0.069; number 65, H, carries 0.078; number 66, H, carries 0.081; number 67, H, carries 0.081; number 68, H, carries 0.099; number 69, H, carries 0.109; number 70, H, carries 0.112; number 71, H, carries 0.103; number 72, H, carries 0.107; number 73, H, carries 0.107; number 74, H, carries 0.128; number 75, H, carries 0.119; number 76, H, carries 0.120; number 77, H, carries 0.087; number 78, H, carries 0.085; number 79, H, carries 0.078; number 80, C, carries -0.236; number 81, C, carries -0.236; number 82, O, carries -0.087; number 83, O, carries -0.090; number 84, H, carries 0.117; number 85, H, carries 0.117; number 86, H, carries 0.102; number 87, H, carries 0.127; number 88, H, carries 0.030; number 89, H, carries 0.081; number 90, C, carries -0.259; number 91, C, carries -0.338; number 92, O, carries -0.045; number 93, O, carries -0.053; number 94, H, carries 0.121; number 95, H, carries 0.121; number 96, H, carries 0.116; number 97, H, carries 0.119; number 98, H, carries 0.042; number 99, H, carries 0.081

***

# 2
Here is 4 unconnected molecules or ions with the total composition C28H75FN10O4P3 at a distorted geometry from the Open Molecules 2025 dataset. Energies are from ωB97M-V/def2-TZVPD.

ORCA input file:
```
! wB97M-V def2-TZVPD RIJCOSX def2/J DEFGRID3
* xyz 1 1
C 3.26512 4.59629 5.45778
O 3.42481 4.58760 4.05031
C 2.40632 5.25265 3.33015
C 2.04656 4.52005 2.04294
C 0.68733 3.81984 2.12415
C 0.60984 2.75856 3.20291
N 1.32709 1.46501 2.91168
C 1.43778 1.10518 1.46573
C 1.87630 -0.34938 1.31927
C 3.07343 -0.71237 2.21263
C 2.92441 -0.17758 3.63543
C 2.67224 1.31770 3.56148
F 3.62877 1.86863 2.77954
H 3.80166 5.43373 5.89864
H 3.73665 3.69256 5.83866
H 2.21988 4.59183 5.76417
H 1.50844 5.41277 3.93167
H 2.75225 6.25426 3.06993
H 2.83848 3.86744 1.69028
H 1.92781 5.28307 1.27571
H 0.33441 3.48959 1.15212
H -0.01451 4.59403 2.42976
H 1.07049 3.18285 4.09146
H -0.42119 2.56000 3.48259
H 0.76794 0.72512 3.33665
H 0.43292 1.17147 1.05995
H 2.07857 1.77504 0.91209
H 1.03192 -1.02422 1.43725
H 2.19374 -0.43955 0.28455
H 3.17283 -1.79268 2.20434
H 3.98720 -0.32536 1.77457
H 3.86025 -0.36365 4.15399
H 2.14343 -0.69405 4.19261
H 2.67354 1.72884 4.56612
O -2.88577 1.00550 3.50679
P -4.00798 -0.00068 3.55760
N -5.27055 0.87774 2.83049
C -6.66750 0.51987 2.97627
C -5.00019 1.32068 1.46491
N -4.28497 -0.06584 5.27399
C -5.11582 0.97120 5.87319
C -3.04796 -0.21652 6.02341
N -4.67534 -1.59270 3.26856
C -5.04406 -2.49322 4.35915
C -3.90872 -2.38740 2.27088
H -6.97146 -0.29535 2.30714
H -7.27956 1.39308 2.74295
H -6.91423 0.22173 3.99128
H -5.09243 0.49864 0.74083
H -3.99669 1.73702 1.38736
H -5.70208 2.10522 1.18010
H -4.84187 1.98354 5.55113
H -5.03185 0.92182 6.95962
H -6.17050 0.81014 5.65487
H -2.49791 0.72789 6.12501
H -2.38430 -0.93874 5.53677
H -3.26625 -0.60478 7.02041
H -4.19779 -2.79957 4.97996
H -5.47939 -3.38957 3.91130
H -5.80583 -2.05033 4.99229
H -2.95841 -2.75428 2.66652
H -3.68733 -1.78899 1.38332
H -4.50258 -3.23927 1.94438
O -1.67585 -3.28568 0.15407
P -0.72877 -4.14411 -0.63066
N 0.78098 -3.91294 0.13641
C 2.04002 -4.25732 -0.49402
C 0.79442 -4.27277 1.55091
N -0.71661 -3.28987 -2.13984
C 0.19629 -2.16378 -2.26975
C -2.05667 -2.91147 -2.57334
N -0.38465 -5.69718 -1.36001
C -0.40171 -5.89333 -2.80982
C -1.15492 -6.78730 -0.71453
H 2.26651 -5.32980 -0.43723
H 2.84844 -3.72138 0.00529
H 2.06927 -3.97091 -1.54146
H 0.82343 -5.36117 1.70052
H -0.08944 -3.88065 2.05431
H 1.66866 -3.84351 2.04280
H 0.15730 -1.47719 -1.41077
H -0.03323 -1.59061 -3.16844
H 1.22377 -2.50273 -2.40199
H -2.43513 -2.02762 -2.04837
H -2.76596 -3.72592 -2.40374
H -2.04927 -2.70983 -3.64612
H -1.37954 -5.71635 -3.26391
H -0.11844 -6.93076 -3.00389
H 0.33433 -5.26430 -3.29836
H -2.21875 -6.74477 -0.96579
H -1.06251 -6.71917 0.37364
H -0.76368 -7.75916 -1.01187
O 2.01599 -0.28303 -5.73365
P 2.59512 1.07712 -6.04435
N 2.73955 1.72248 -4.45650
C 2.70399 3.14120 -4.16903
C 3.73657 1.06088 -3.62401
N 1.10773 1.63448 -6.79545
C 0.01690 2.04352 -5.92612
C 0.62345 0.70715 -7.81026
N 3.40636 2.42664 -6.87385
C 2.73936 3.27505 -7.86143
C 4.71822 2.01235 -7.42632
H 3.66239 3.64379 -4.35688
H 2.45353 3.27900 -3.11332
H 1.94289 3.65972 -4.74516
H 4.76180 1.36056 -3.88625
H 3.65875 -0.02228 -3.72162
H 3.57071 1.30816 -2.57198
H -0.18756 1.32671 -5.11957
H -0.89346 2.16364 -6.51551
H 0.20808 3.02270 -5.48202
H 0.11036 -0.15902 -7.38060
H 1.44978 0.33160 -8.42079
H -0.06263 1.22728 -8.48344
H 2.40645 2.73554 -8.75019
H 3.45886 4.03811 -8.17545
H 1.89371 3.79385 -7.42483
H 4.61061 1.35842 -8.29628
H 5.29055 1.47070 -6.66608
H 5.30630 2.88315 -7.71472
*
```

Output
gap between HOMO and LUMO = 7.32 eV

Atomic partial charges in e from the Löwdin method, atoms 1 to 99: number 1, C, carries -0.099; number 2, O, carries -0.186; number 3, C, carries -0.228; number 4, C, carries -0.157; number 5, C, carries -0.170; number 6, C, carries -0.078; number 7, N, carries 0.005; number 8, C, carries -0.097; number 9, C, carries -0.142; number 10, C, carries -0.160; number 11, C, carries -0.096; number 12, C, carries -0.278; number 13, F, carries 0.081; number 14, H, carries 0.093; number 15, H, carries 0.082; number 16, H, carries 0.084; number 17, H, carries 0.119; number 18, H, carries 0.128; number 19, H, carries 0.105; number 20, H, carries 0.118; number 21, H, carries 0.113; number 22, H, carries 0.128; number 23, H, carries 0.114; number 24, H, carries 0.131; number 25, H, carries 0.184; number 26, H, carries 0.143; number 27, H, carries 0.132; number 28, H, carries 0.116; number 29, H, carries 0.120; number 30, H, carries 0.106; number 31, H, carries 0.120; number 32, H, carries 0.132; number 33, H, carries 0.133; number 34, H, carries 0.161; number 35, O, carries -0.331; number 36, P, carries 0.677; number 37, N, carries -0.314; number 38, C, carries -0.128; number 39, C, carries -0.129; number 40, N, carries -0.337; number 41, C, carries -0.122; number 42, C, carries -0.159; number 43, N, carries -0.284; number 44, C, carries -0.127; number 45, C, carries -0.132; number 46, H, carries 0.085; number 47, H, carries 0.089; number 48, H, carries 0.054; number 49, H, carries 0.081; number 50, H, carries 0.064; number 51, H, carries 0.083; number 52, H, carries 0.088; number 53, H, carries 0.083; number 54, H, carries 0.058; number 55, H, carries 0.075; number 56, H, carries 0.070; number 57, H, carries 0.085; number 58, H, carries 0.081; number 59, H, carries 0.086; number 60, H, carries 0.075; number 61, H, carries 0.070; number 62, H, carries 0.067; number 63, H, carries 0.082; number 64, O, carries -0.297; number 65, P, carries 0.673; number 66, N, carries -0.310; number 67, C, carries -0.126; number 68, C, carries -0.133; number 69, N, carries -0.330; number 70, C, carries -0.123; number 71, C, carries -0.141; number 72, N, carries -0.290; number 73, C, carries -0.122; number 74, C, carries -0.123; number 75, H, carries 0.087; number 76, H, carries 0.078; number 77, H, carries 0.058; number 78, H, carries 0.083; number 79, H, carries 0.066; number 80, H, carries 0.066; number 81, H, carries 0.073; number 82, H, carries 0.083; number 83, H, carries 0.057; number 84, H, carries 0.079; number 85, H, carries 0.077; number 86, H, carries 0.087; number 87, H, carries 0.081; number 88, H, carries 0.087; number 89, H, carries 0.076; number 90, H, carries 0.083; number 91, H, carries 0.073; number 92, H, carries 0.081; number 93, O, carries -0.307; number 94, P, carries 0.735; number 95, N, carries -0.310; number 96, C, carries -0.137; number 97, C, carries -0.141; number 98, N, carries -0.371; number 99, C, carries -0.132

***

For each record above, in turn, the calculated HOMO level values are -0.2376; -0.3481 Eh.